[1]
DFT (ωB97M-V with the def2-TZVPD basis set) results for 3 unconnected molecules or ions with the total composition C2H7OS2.

Computed properties:
lowest unoccupied orbital energy	3.9	eV
Kohn-Sham gap	0.2267	Ha
calculated total energy	-951.9973	a.u.
relative energy (zero: lowest compared OMol25 entry of this formula, charge and spin)	166.74	kJ/mol
charge	-1

Each line ends with the Löwdin charge.
Geometry (Å):
C -1.61105 2.97403 -0.69886  -0.179
O -2.80873 2.95852 -0.56391  -0.054
H -0.88623 3.04287 0.12544  -0.011
H -0.60980 -3.48115 -1.59148  0.015
H -1.17414 2.89455 -1.71205  0.073
C 1.13364 -1.37953 1.16415  -0.566
S 1.04450 -0.18014 -0.20372  0.025
S 1.36914 1.64074 0.66993  -0.297
H 1.81612 -0.91663 1.87977  -0.012
H 1.43519 -2.32223 0.72162  -0.014
H 0.19475 -1.51419 1.71415  0.010
H 0.09661 -3.71685 -1.50502  0.010



[2]
DFT (ωB97M-V with the def2-TZVPD basis set) results for 2 unconnected molecules or ions with the total composition C2H7P in a non-equilibrium geometry.

Computed properties:
lowest unoccupied orbital energy	-0.2	eV
Kohn-Sham gap	0.3311	Ha
calculated total energy	-421.5793	a.u.
SMILES	C#[PH2].C
relative energy (zero: lowest compared OMol25 entry of this formula, charge and spin)	405.76	kJ/mol

Each line ends with the Löwdin charge.
Geometry (Å):
C -1.23927 -2.09243 1.12468  -0.377
P 0.20580 -1.47185 1.63894  0.677
H -1.22302 -2.44110 0.00814  -0.047
H 1.38352 -0.98984 1.20785  -0.124
H -0.06909 -0.60781 2.67051  -0.092
C 0.13907 0.94611 -0.83161  -0.078
H -0.48584 1.74860 -1.24740  0.017
H 0.18320 1.19012 0.29964  0.031
H 1.08930 0.99350 -1.28639  -0.006
H -0.38736 -0.02306 -0.92320  -0.001



[3]
DFT (ωB97M-V with the def2-TZVPD basis set) results for a single C2H7PS2 molecule in a non-equilibrium geometry.

Computed properties:
lowest unoccupied orbital energy (spin up / spin down)	-1.3 / -1.3	eV
Kohn-Sham gap (spin up / spin down)	0.2518 / 0.2490	Ha
calculated total energy	-1218.0246	a.u.
relative energy (zero: lowest compared OMol25 entry of this formula, charge and spin)	289.90	kJ/mol

Each line ends with the Löwdin charge.
Geometry (Å):
C -0.97342 -0.69853 0.38223  -0.203
C -0.76399 0.79848 0.39316  -0.617
P 2.07084 0.41100 1.36512  0.438
S 0.55371 0.64202 -2.52831  0.280
S 0.92914 1.22828 -0.09939  0.289
H -2.08200 -0.95619 0.49793  0.099
H -0.63515 -0.79015 -0.63593  -0.011
H -0.47803 -1.42805 1.09863  0.083
H -1.20281 1.23855 1.24921  0.067
H -1.36409 1.26112 -0.32815  0.042
H 3.05821 1.38452 0.94844  -0.197
H 1.77399 0.12078 -2.41433  -0.271



[4]
DFT (ωB97M-V with the def2-TZVPD basis set) results for a single C2H7PS3 molecule in a non-equilibrium geometry.

Computed properties:
lowest unoccupied orbital energy	-0.7	eV
Kohn-Sham gap	0.2914	Ha
calculated total energy	-1616.2717	a.u.
SMILES	CCP(=S)(S)S
relative energy (zero: lowest compared OMol25 entry of this formula, charge and spin)	166.41	kJ/mol

Each line ends with the Löwdin charge.
Geometry (Å):
C 1.24411 -0.17461 0.37896  -0.162
C 0.13166 0.20527 -0.77252  -0.466
P -1.50918 -0.14739 -0.00046  0.031
S -1.88419 -2.36125 0.72826  -0.079
S -1.55093 1.26701 1.63432  0.451
S -2.73808 0.95442 -1.38362  0.457
H 2.29232 -0.24843 0.08246  0.054
H 1.24330 0.54422 1.25422  0.053
H 0.97018 -1.20131 0.72500  0.043
H 0.20738 -0.64956 -1.49330  0.073
H -0.06044 1.16521 -1.38519  0.075
H -1.64382 0.33214 2.43706  -0.269
H -2.20641 0.18072 -2.20207  -0.260



[5]
DFT (ωB97M-V with the def2-TZVPD basis set) results for 2 unconnected molecules or ions with the total composition C2H7S.

Computed properties:
lowest unoccupied orbital energy	4.2	eV
Kohn-Sham gap	0.2432	Ha
calculated total energy	-478.6091	a.u.
relative energy (zero: lowest compared OMol25 entry of this formula, charge and spin)	0.00	kJ/mol
charge	-1

Each line ends with the Löwdin charge.
Geometry (Å):
S 1.74684 -1.18649 -0.27061  -0.378
H 0.90352 -2.20365 -0.01871  -0.498
C -1.59056 1.50604 -0.44076  -0.192
C -1.46744 0.74105 0.87005  -0.195
H -2.23323 2.38631 -0.35303  0.047
H -1.99573 0.86723 -1.22771  0.055
H -0.60412 1.81633 -0.78717  0.055
H -2.44280 0.38321 1.21451  0.050
H -0.80618 -0.11705 0.74140  0.002
H -1.04574 1.37741 1.64918  0.055



[6]
DFT (ωB97M-V with the def2-TZVPD basis set) results for 2 unconnected molecules or ions with the total composition C2H7S2 in a non-equilibrium geometry.

Computed properties:
lowest unoccupied orbital energy	3.4	eV
Kohn-Sham gap	0.2068	Ha
calculated total energy	-876.7788	a.u.
relative energy (zero: lowest compared OMol25 entry of this formula, charge and spin)	81.97	kJ/mol
charge	-1

Each line ends with the Löwdin charge.
Geometry (Å):
C 0.98469 -0.84321 0.60888  -0.498
S 2.39089 -0.57697 -0.58869  0.525
H 1.28627 -1.75804 1.11704  0.007
H 0.11389 -0.95973 -0.01843  -0.041
H 0.99817 0.02596 1.24747  0.012
H 2.13542 0.73602 -0.75122  -0.170
C -2.25294 0.13596 0.98842  -0.827
S -1.70221 1.06014 -0.39995  0.048
H -1.52148 0.13932 1.81318  -0.020
H -2.46438 -0.91855 0.78594  -0.014
H -3.17856 0.56754 1.40039  -0.022



[7]
DFT (ωB97M-V with the def2-TZVPD basis set) results for 2 unconnected molecules or ions with the total composition C2H7S2.

Computed properties:
lowest unoccupied orbital energy	3.7	eV
Kohn-Sham gap	0.2484	Ha
calculated total energy	-876.8086	a.u.
relative energy (zero: lowest compared OMol25 entry of this formula, charge and spin)	3.65	kJ/mol
charge	-1

Each line ends with the Löwdin charge.
Geometry (Å):
S 2.10767 -0.32565 -1.03802  -0.146
H 2.16793 0.96146 -1.40190  -0.410
C -0.62268 0.57336 2.02012  -0.215
C -1.23409 -0.46452 1.11121  -0.670
S -1.32430 0.13326 -0.61120  0.502
H -1.27787 1.43688 2.11129  0.054
H 0.31712 0.90144 1.59701  0.044
H -0.44143 0.18586 3.02784  0.058
H -0.63347 -1.37124 1.05621  0.049
H -2.25651 -0.71729 1.39529  0.039
H 0.06893 -0.13144 -0.79595  -0.305



[8]
DFT (ωB97M-V with the def2-TZVPD basis set) results for 2 unconnected molecules or ions with the total composition C2H7S2 in a non-equilibrium geometry.

Computed properties:
lowest unoccupied orbital energy (spin up / spin down)	5.6 / 6.1	eV
Kohn-Sham gap (spin up / spin down)	0.0802 / 0.2388	Ha
calculated total energy	-876.6472	a.u.
spin multiplicity	2
expectation value of S²	0.75
relative energy (zero: lowest compared OMol25 entry of this formula, charge and spin)	0.00	kJ/mol
charge	-2

Each line ends with the Löwdin charge.
Geometry (Å):
S 5.75640 -1.61277 3.01510  -0.495
H 5.56294 -0.54399 2.21626  -0.509
C -1.45777 1.43747 0.18960  -0.548
S -0.18627 0.37870 -0.43316  0.116
C -1.05949 -0.96245 -1.25827  -0.517
H -1.88016 1.91389 -0.71431  -0.007
H -0.92877 2.17782 0.80335  -0.009
H -2.35417 1.11390 0.71585  0.000
H -0.33122 -1.29855 -2.03006  -0.007
H -1.20122 -1.81986 -0.59791  -0.008
H -1.92027 -0.78417 -1.90644  -0.016



[9]
DFT (ωB97M-V with the def2-TZVPD basis set) results for 2 unconnected molecules or ions with the total composition C2H7S3 in a non-equilibrium geometry.

Computed properties:
lowest unoccupied orbital energy	2.9	eV
Kohn-Sham gap	0.1818	Ha
calculated total energy	-1274.9814	a.u.
relative energy (zero: lowest compared OMol25 entry of this formula, charge and spin)	78.50	kJ/mol
charge	-1

Each line ends with the Löwdin charge.
Geometry (Å):
C -1.63298 0.99228 1.73891  -0.497
S -1.50546 -0.75289 2.20587  0.593
H -2.00377 1.66125 2.50942  0.016
H -0.70946 1.42497 1.36122  0.026
H -2.28754 0.90756 0.87491  0.013
C 1.35225 -1.13168 -1.55957  -0.556
S 0.82048 0.58436 -1.89362  -0.008
S 1.83788 1.61639 -3.40836  -0.420
H 0.65836 -1.68038 -0.92547  -0.001
H 2.32171 -1.18837 -1.05995  0.003
H 1.39615 -1.66888 -2.50860  0.003
H -0.24761 -0.76460 2.66524  -0.172



[10]
DFT (ωB97M-V with the def2-TZVPD basis set) results for 41 unconnected molecules or ions with the total composition C2H83O42 in a non-equilibrium geometry.

Computed properties:
lowest unoccupied orbital energy	1.2	eV
Kohn-Sham gap	0.3328	Ha
calculated total energy	-3286.3053	a.u.
relative energy (zero: lowest compared OMol25 entry of this formula, charge and spin)	1.82	kJ/mol
charge	-1

Each line ends with the Löwdin charge.
Geometry (Å):
C 11.15427 18.10997 -14.56074  0.034
C 11.33806 16.59571 -14.77485  -0.642
O 11.12571 16.16272 -15.93283  -0.038
O 11.47865 15.85202 -13.74375  -0.082
H 12.01747 18.77358 -14.61183  0.052
H 10.69790 18.31266 -13.59185  0.082
H 10.64806 18.57351 -15.40748  0.066
O 16.24131 18.30569 -12.57049  -0.045
H 15.78164 19.14219 -12.49835  0.001
H 15.54380 17.65192 -12.61835  -0.017
O 8.38294 15.42029 -14.68326  -0.025
H 9.29336 15.69488 -14.79273  0.008
H 8.44085 14.53390 -14.32660  -0.011
O 9.52450 19.69455 -10.97286  -0.049
H 8.59880 19.60938 -11.20100  0.014
H 9.81600 20.47700 -11.44088  -0.006
O 11.68536 21.82882 -14.14667  -0.023
H 12.07434 20.98679 -13.91021  0.020
H 12.36360 22.47247 -13.94188  0.073
O 13.23673 13.48370 -19.05774  -0.024
H 14.14344 13.29824 -19.30208  0.069
H 13.19229 13.27556 -18.12451  0.037
O 8.66100 19.20412 -17.38583  -0.044
H 7.77028 18.92388 -17.59632  0.049
H 9.22126 18.52420 -17.76008  0.002
O 10.77301 20.12328 -8.57675  -0.046
H 10.07240 20.18119 -7.92713  0.048
H 10.31797 20.00604 -9.41068  -0.021
O 12.65800 10.75474 -16.21396  -0.060
H 13.16523 10.37366 -15.49720  0.024
H 12.36325 11.60049 -15.87620  -0.026
O 11.74010 13.37285 -16.21104  -0.039
H 10.96662 13.17448 -16.73889  0.066
H 11.73529 14.32635 -16.12714  0.004
O 12.81076 21.80189 -18.36305  -0.055
H 12.08635 21.73793 -18.98543  0.028
H 12.46077 22.32255 -17.64010  -0.017
O 9.84637 21.58870 -18.19875  -0.044
H 9.37184 20.81119 -17.90457  -0.019
H 9.25017 22.01508 -18.81436  0.045
O 13.01885 22.54726 -10.93027  -0.055
H 12.69966 22.78337 -10.05929  0.036
H 12.23073 22.30807 -11.41799  -0.035
O 6.23689 17.27425 -12.94944  -0.040
H 6.52044 18.17808 -12.81186  -0.022
H 6.20227 16.89714 -12.07034  0.053
O 5.70199 14.53761 -15.18098  -0.057
H 5.91985 13.60601 -15.21073  -0.011
H 6.53499 14.97323 -15.00049  -0.027
O 6.69340 17.84911 -15.72019  -0.035
H 6.60839 17.36302 -14.89999  0.003
H 6.70046 18.76868 -15.45455  0.038
O 8.65068 13.12525 -13.13195  -0.044
H 9.60398 13.17487 -13.06123  -0.015
H 8.40782 12.37946 -12.58328  0.062
O 6.83129 19.80048 -12.04781  -0.024
H 6.14767 19.75454 -11.37939  0.077
H 6.38622 20.14247 -12.82317  0.069
O 13.61567 19.73504 -12.85533  -0.042
H 14.27191 20.38475 -12.60343  0.056
H 13.39556 19.28710 -12.03855  0.020
O 14.25431 16.32058 -13.28949  -0.050
H 13.30871 16.17201 -13.29239  0.007
H 14.50511 16.28848 -14.21269  0.004
O 17.18809 19.77599 -16.14497  -0.085
H 17.46178 19.21205 -15.42158  0.012
H 16.24431 19.88033 -16.02410  -0.064
O 12.66842 17.63870 -11.25380  -0.025
H 13.33756 17.13916 -11.72171  0.023
H 11.84901 17.18431 -11.44955  0.031
O 8.77269 21.31061 -15.23626  -0.035
H 9.37500 21.13300 -14.51383  0.028
H 8.83412 20.53642 -15.79580  0.012
O 13.08045 19.11291 -17.62536  -0.050
H 12.45677 18.73560 -18.24575  0.030
H 12.90745 20.05393 -17.65347  -0.002
O 14.73505 19.82059 -15.61927  -0.028
H 14.13634 20.00954 -14.89673  0.018
H 14.17441 19.46487 -16.30874  0.000
O 13.29477 11.85949 -11.88753  -0.038
H 13.75130 11.44269 -11.15671  0.069
H 13.94179 12.45422 -12.26687  0.014
O 11.14960 13.12370 -9.90991  -0.026
H 11.76966 12.68960 -10.49584  0.006
H 10.37049 12.56803 -9.93068  0.053
O 10.50458 17.51884 -18.39765  -0.033
H 10.57080 17.21268 -17.49315  0.010
H 10.18283 16.76030 -18.88481  0.015
O 15.59475 13.63709 -12.93872  -0.037
H 15.56765 14.55760 -13.19980  0.016
H 15.31959 13.15778 -13.72024  0.037
O 11.44814 14.93031 -20.10677  -0.049
H 11.93788 14.96820 -20.92833  0.056
H 12.05871 14.54038 -19.48117  -0.018
O 11.28888 13.13573 -13.22328  -0.044
H 12.12608 12.90038 -12.82337  0.002
H 11.51251 13.80058 -13.87459  0.013
O 14.78794 16.18815 -15.97920  -0.020
H 15.20108 16.52172 -16.77560  0.065
H 13.85553 16.14694 -16.19170  0.035
O 13.31025 18.90445 -8.80847  -0.072
H 12.56307 19.46467 -8.59847  -0.025
H 13.21698 18.72038 -9.74317  -0.029
O 6.29264 16.63905 -18.17392  -0.053
H 6.61403 17.02576 -17.35943  -0.034
H 7.05059 16.18156 -18.53783  -0.011
O 8.69118 17.12903 -9.41687  -0.063
H 9.11982 17.95964 -9.62323  -0.015
H 9.06967 16.50362 -10.03480  -0.018
O 10.42202 22.10080 -11.58655  -0.033
H 9.70561 22.65928 -11.28474  0.086
H 10.60367 22.40335 -12.47633  0.032
O 11.44346 23.37919 -16.65295  -0.043
H 11.14045 22.85069 -15.91463  0.004
H 10.74095 24.01276 -16.79889  0.060
O 7.36454 12.31242 -15.78006  -0.042
H 7.95402 12.57722 -15.07393  -0.003
H 7.91526 11.80200 -16.37370  0.039
O 10.29175 15.51080 -11.10380  -0.041
H 10.87077 14.82140 -10.77869  0.011
H 10.48412 15.56410 -12.03995  0.004
O 8.07908 23.79589 -14.52015  -0.059
H 8.06298 23.62058 -13.57928  0.012
H 8.40166 22.98345 -14.91016  -0.037
O 8.77315 15.27103 -19.53544  -0.049
H 9.62405 14.97557 -19.85931  -0.016
H 8.32065 14.46674 -19.28128  0.048



[11]
DFT (ωB97M-V with the def2-TZVPD basis set) results for a molecular structure, C2H8AgBrN4O2 in a non-equilibrium geometry.

Computed properties:
lowest unoccupied orbital energy	-3.9	eV
Kohn-Sham gap	0.1598	Ha
calculated total energy	-3171.4139	a.u.
relative energy (zero: lowest compared OMol25 entry of this formula, charge and spin)	406.87	kJ/mol

Each line ends with the Löwdin charge.
Geometry (Å):
Ag 1.93882 -4.52412 5.23781  0.729
Br 1.56050 -1.59493 2.18943  -0.707
C 2.96630 0.19081 -3.94268  -0.835
O 4.01918 0.05027 -3.40240  0.052
N 1.94152 0.54069 -3.20007  0.153
N 2.77938 0.31229 -5.20359  0.173
H 2.06642 0.43157 -2.20378  0.125
H 1.04547 0.62356 -3.65868  0.101
H 3.50142 0.55035 -5.86848  0.130
H 1.82775 0.64423 -5.26925  0.101
C -3.35903 0.53894 3.17401  -0.839
O -4.45016 1.05597 3.31133  0.009
N -2.30876 1.23532 3.40750  0.175
N -3.24055 -0.71845 2.90796  0.173
H -2.37554 2.23667 3.52120  0.127
H -1.43521 0.74444 3.28083  0.104
H -2.33907 -1.14210 2.74076  0.106
H -4.13851 -1.17546 2.97810  0.123



[12]
DFT (ωB97M-V with the def2-TZVPD basis set) results for a single C2H8BNO molecule in a non-equilibrium geometry.

Computed properties:
lowest unoccupied orbital energy	0.5	eV
Kohn-Sham gap	0.3991	Ha
calculated total energy	-235.9180	a.u.
SMILES	CCB(N)O
relative energy (zero: lowest compared OMol25 entry of this formula, charge and spin)	0.00	kJ/mol

Each line ends with the Löwdin charge.
Geometry (Å):
C -1.61250 -0.44761 0.37211  -0.094
C -0.70619 0.32910 -0.66390  -0.127
B 0.81337 0.36755 -0.24477  -0.559
N 1.46080 -0.55667 0.57265  0.201
O 1.62952 1.49225 -0.77709  0.052
H -1.26099 -0.25433 1.29238  0.017
H -2.57835 0.08053 0.31900  0.078
H -1.72713 -1.45343 0.10165  0.052
H -0.78839 -0.16533 -1.64145  0.103
H -1.12897 1.27268 -0.77627  0.067
H 1.16840 -1.52284 0.71131  0.101
H 2.31946 -0.39369 1.01053  0.060
H 2.41098 1.25178 -0.27614  0.049